{
  "formula": "C32H60HgN5O3P4",
  "method": "ωB97M-V/def2-TZVPD",
  "e_tot_ev": -89078.512,
  "homo_energy_ha": [-0.180, -0.223],
  "orbital_gap_ev": [5.38, 6.52],
  "spin_multiplicity": 2,
  "charge": 0,
  "species": ["Hg", "C", "C", "C", "P", "C", "C", "C", "C", "C", "C", "C", "C", "C", "N", "C", "C", "C", "C", "C", "C", "P", "C", "C", "C", "C", "C", "C", "H", "H", "H", "H", "H", "H", "H", "H", "H", "H", "H", "H", "H", "H", "H", "H", "H", "H", "H", "H", "H", "H", "H", "H", "H", "H", "H", "H", "H", "H", "H", "H", "H", "H", "H", "H", "C", "N", "C", "P", "O", "O", "P", "O", "N", "C", "C", "N", "C", "C", "N", "C", "C", "H", "H", "H", "H", "H", "H", "H", "H", "H", "H", "H", "H", "H", "H", "H", "H", "H", "H", "H", "H", "H", "H", "H", "H"],
  "coordinates": [[0.98738, 0.93522, 0.32979], [0.07764, 1.08779, 4.73199], [0.32422, 1.45649, 3.26907], [1.06385, 2.79062, 3.16459], [1.06233, 0.18485, 2.08280], [0.57218, -1.47383, 2.81941], [1.39069, -1.93646, 4.01903], [0.66809, -2.49850, 1.68334], [2.85790, 0.26465, 2.29637], [3.49049, 0.67090, 3.46949], [4.85986, 0.85596, 3.51536], [5.60395, 0.68661, 2.34633], [5.00186, 0.28342, 1.17657], [3.60870, 0.01366, 1.11779], [2.94069, -0.38378, 0.00526], [3.58384, -0.96666, -1.05323], [4.70023, -1.82895, -0.93463], [5.35807, -2.30999, -2.04758], [4.94749, -1.93821, -3.33133], [3.80336, -1.17052, -3.46756], [3.09529, -0.73503, -2.35154], [1.52423, 0.14323, -2.41529], [0.43899, -0.71598, -3.68630], [0.62572, -0.41729, -5.17112], [0.50096, -2.21855, -3.40556], [1.95272, 1.75133, -3.25564], [3.12435, 2.40454, -2.52385], [0.72490, 2.66217, -3.21829], [-0.51378, 1.87969, 5.19883], [1.00665, 0.99530, 5.29361], [-0.47716, 0.15498, 4.82726], [-0.66415, 1.60453, 2.81729], [2.00352, 2.77306, 3.71427], [0.44481, 3.59649, 3.56608], [1.29401, 3.03035, 2.12263], [-0.48014, -1.35432, 3.10573], [2.42293, -2.11608, 3.71858], [0.97766, -2.87320, 4.40233], [1.39694, -1.21317, 4.83135], [1.71350, -2.65497, 1.41043], [0.14823, -2.14063, 0.79300], [0.24961, -3.45951, 1.99215], [2.90395, 0.83709, 4.36378], [5.34084, 1.15492, 4.43758], [6.67287, 0.86488, 2.36205], [5.58920, 0.18867, 0.27329], [5.03846, -2.10045, 0.05692], [6.21757, -2.95650, -1.91714], [5.49991, -2.26297, -4.20305], [3.45302, -0.92381, -4.46067], [-0.55880, -0.35942, -3.40058], [1.58266, -0.77652, -5.54511], [0.54356, 0.64713, -5.39076], [-0.15750, -0.93529, -5.72991], [1.47878, -2.61660, -3.67713], [-0.26243, -2.74714, -3.98198], [0.33921, -2.41185, -2.34253], [2.25234, 1.55396, -4.28958], [2.87524, 2.55347, -1.46899], [3.34857, 3.37825, -2.96446], [4.01662, 1.78173, -2.57736], [0.42023, 2.83338, -2.18212], [-0.12451, 2.22545, -3.74875], [0.95115, 3.63062, -3.66963], [-4.68948, -2.41771, -0.98641], [-3.29761, -2.09615, -1.24664], [-2.66078, -2.84830, -2.31310], [-2.39700, -1.26546, -0.14354], [-1.00693, -1.04936, -0.54906], [-3.28328, 0.07304, 0.05139], [-3.01123, 1.66169, 0.06013], [-1.60679, 2.06527, -0.04138], [-4.02197, 2.12234, -1.20657], [-3.82879, 3.55326, -1.47305], [-3.84990, 1.29701, -2.41023], [-3.73368, 2.17598, 1.44274], [-5.14335, 1.93640, 1.68841], [-3.02068, 2.96543, 2.42970], [-2.68571, -1.97445, 1.35511], [-2.07888, -1.24361, 2.46529], [-2.36938, -3.39985, 1.41476], [-4.81821, -3.47593, -0.73323], [-5.28912, -2.20569, -1.87621], [-5.04866, -1.81128, -0.15784], [-2.72394, -3.92914, -2.14347], [-1.61620, -2.55276, -2.36865], [-3.14393, -2.62477, -3.26853], [-4.62484, 3.91101, -2.12634], [-2.85751, 3.75499, -1.93728], [-3.87909, 4.09805, -0.52926], [-4.34692, 0.33958, -2.26345], [-2.79444, 1.11046, -2.64390], [-4.31057, 1.81060, -3.25279], [-5.55244, 1.35544, 0.86499], [-5.69369, 2.87956, 1.76173], [-5.27932, 1.38251, 2.62194], [-1.98176, 3.06026, 2.12162], [-3.05793, 2.48118, 3.41021], [-3.46003, 3.96389, 2.52093], [-2.29807, -0.17924, 2.37234], [-0.99041, -1.37483, 2.47821], [-2.49385, -1.60819, 3.40704], [-2.62866, -3.88518, 0.47430], [-2.95321, -3.85902, 2.21495], [-1.30532, -3.57623, 1.61254]],
  "forces_ev_per_a": [[-1.2, 5.4, -13.9], [0.1, -0.1, -0.2], [0.0, -0.1, 0.0], [0.0, 0.1, -0.2], [0.6, -4.8, 13.9], [2.8, -0.1, 0.7], [0.2, 0.1, -0.1], [0.2, 0.1, 0.1], [0.1, 0.1, 0.1], [0.1, -0.2, -0.1], [0.0, 0.1, 0.2], [-0.1, -0.1, 0.0], [-0.1, 0.0, 0.0], [0.6, -0.3, 0.0], [1.0, -0.6, 0.2], [0.3, 0.0, 0.1], [-0.1, 0.0, 0.0], [-0.1, 0.2, -0.1], [0.0, -0.1, 0.0], [0.1, -0.3, 0.1], [-0.3, 0.1, -0.2], [-0.5, 0.9, -0.4], [0.1, -0.1, 0.3], [0.0, 0.0, 0.1], [0.0, 0.1, 0.0], [0.0, -0.1, 0.3], [0.0, 0.0, 0.0], [0.0, -0.1, -0.1], [0.0, 0.0, 0.0], [0.0, 0.0, 0.0], [0.0, 0.0, 0.1], [0.1, -0.1, 0.0], [0.0, 0.0, 0.0], [0.0, 0.0, 0.1], [0.0, 0.1, 0.1], [5.4, 0.0, 4.4], [0.1, 0.0, 0.1], [0.0, 0.0, 0.0], [0.0, 0.0, 0.0], [0.0, 0.1, 0.0], [0.1, -0.2, 0.0], [0.5, 0.0, 0.1], [0.0, 0.0, 0.0], [0.0, 0.0, 0.0], [0.0, 0.0, 0.0], [0.0, 0.0, 0.0], [0.0, 0.0, 0.0], [0.0, 0.0, 0.0], [0.0, 0.0, 0.0], [0.0, 0.1, 0.0], [0.0, 0.0, 0.0], [0.1, 0.0, 0.0], [0.0, 0.0, 0.0], [0.0, 0.0, -0.1], [0.0, 0.0, 0.0], [0.1, 0.0, 0.0], [0.1, 0.0, 0.0], [0.0, 0.0, 0.0], [0.0, 0.0, 0.0], [0.0, 0.0, 0.0], [0.1, 0.0, 0.0], [0.0, 0.0, 0.0], [0.0, 0.0, 0.0], [0.0, 0.0, 0.0], [0.1, 0.1, 0.0], [0.2, -0.2, 0.3], [0.1, 0.2, 0.0], [-1.3, -0.3, 0.4], [0.1, 0.1, -0.4], [0.2, 0.1, 0.0], [-0.7, -0.1, 0.0], [0.1, 0.0, 0.1], [0.6, -0.2, 0.3], [-0.1, 0.0, 0.0], [-0.1, 0.0, 0.1], [0.1, 0.1, -0.3], [0.1, -0.1, 0.0], [0.0, 0.0, 0.0], [0.0, 0.1, -0.9], [-2.4, 0.2, -1.1], [-0.1, -0.2, 0.1], [0.0, 0.0, 0.0], [0.0, 0.0, 0.0], [-0.1, 0.0, 0.0], [0.0, 0.0, 0.0], [-0.2, -0.1, 0.0], [0.0, 0.0, 0.0], [0.0, 0.0, 0.0], [0.0, 0.0, 0.0], [0.0, 0.1, -0.1], [0.0, 0.0, -0.1], [0.0, 0.1, -0.1], [0.0, 0.0, 0.0], [-0.1, 0.0, 0.1], [0.0, 0.0, 0.0], [0.0, 0.0, 0.0], [0.0, 0.1, 0.0], [0.0, 0.0, 0.0], [0.0, 0.0, 0.0], [-0.1, 0.1, 0.1], [-5.4, 0.0, -4.2], [0.0, 0.0, 0.1], [-0.1, 0.0, 0.0], [0.0, 0.0, 0.0], [-0.7, -0.1, -0.2]]
}